# 1
Formula: C26H22Cl3N5OPdS4Sb
Source: the OMol25 dataset
Level of theory: ωB97M-V/def2-TZVPD

XYZ file:
```
63
Properties=species:S:1:pos:R:3:lowdin_charge:R:1
Pd -0.6358 0.2054 3.2022 0.46
N -3.8152 0.2400 3.9380 0.11
C -3.2457 1.3652 4.5269 -0.28
C -4.0529 2.1924 5.3360 -0.01
C -3.4025 3.1284 6.1182 -0.07
C -2.0080 3.2524 6.0649 -0.03
C -1.3577 2.4609 5.1154 -0.20
N -1.9362 1.5654 4.3606 0.01
C -3.7471 -0.2159 2.6130 -0.30
C -4.8817 -0.9073 2.1525 -0.03
C -4.8883 -1.4750 0.9283 -0.07
C -3.7275 -1.3290 0.1825 -0.06
C -2.6228 -0.6295 0.6891 -0.11
N -2.6036 -0.1701 1.9674 0.06
H -4.6810 -0.0298 4.3629 0.12
H -5.1222 2.0451 5.3909 0.11
H -3.9800 3.7653 6.7983 0.11
H -1.5510 3.9261 6.7858 0.11
H -0.2588 2.5213 5.1069 0.01
H -5.8017 -0.9269 2.7913 0.13
H -5.7762 -1.9866 0.5616 0.12
H -3.6605 -1.7051 -0.8297 0.10
H -1.6703 -0.5573 0.1523 0.11
S 4.0304 1.4076 2.5912 -0.24
Sb 2.0233 1.9200 3.5079 0.12
S 0.2933 2.1375 1.9504 -0.09
S 1.1229 0.2772 4.9537 -0.12
Cl 4.9311 -1.4916 -7.0783 0.68
C 3.9949 -1.3642 -5.6245 -0.66
C 4.3687 -0.4616 -4.6547 -0.08
C 3.5765 -0.4265 -3.5009 -0.02
C 2.5430 -1.3043 -3.2712 -0.16
C 1.8195 -1.1884 -1.9238 -0.26
C 2.4214 -2.0585 -0.8363 -0.05
N 1.5397 -2.0676 0.2805 -0.06
C 0.4771 -2.8780 0.4101 -0.07
C -0.2417 -2.4341 1.4758 -0.16
N 0.3701 -1.3437 1.9718 -0.05
C 1.4560 -1.1298 1.2574 -0.13
O 1.8243 0.1320 -1.3670 -0.12
C 0.8935 1.0366 -1.8432 -0.19
C 1.1802 1.6182 -3.2109 -0.32
C 2.2036 2.4967 -3.4240 -1.00
Cl 3.2533 3.0570 -2.1791 0.71
S 2.4340 2.8625 -5.0593 1.00
C 1.1773 1.7459 -5.5460 -0.35
C 0.6541 1.1493 -4.4236 -0.15
C 2.1333 -2.1758 -4.3311 -0.56
Cl 0.6878 -3.1856 -4.3462 0.67
C 2.8993 -2.2034 -5.4661 -0.15
H 5.2573 0.1612 -4.7562 0.12
H 3.7776 0.3928 -2.7947 0.11
H 0.7324 -1.4299 -1.9846 0.14
H 3.3435 -1.5862 -0.5368 0.15
H 2.5923 -3.0340 -1.1854 0.13
H 0.2250 -3.6412 -0.2933 0.12
H -1.1575 -2.8359 1.8626 0.11
H 2.1365 -0.3007 1.4102 0.05
H 0.8804 1.8286 -1.1087 0.09
H -0.0895 0.5529 -1.8372 0.13
H 1.0044 1.5911 -6.5995 0.07
H 0.0342 0.3088 -4.5722 0.10
H 2.6234 -2.8703 -6.2322 0.09
```

Calculated values
- <S²> = 3.770
- multiplicity = 4
- net charge = 0
- orbital gap (alpha / beta) (Ha) = 0.2434 / 0.2269
- calculated total energy (eV) = -127742.9761
- HOMO (alpha / beta) (eV) = -6.6 / -7.3

---

# 2
Formula: C26H22ClMnO2Sb
Source: the OMol25 dataset
Level of theory: ωB97M-V/def2-TZVPD

XYZ file:
```
53
Properties=species:S:1:pos:R:3:lowdin_charge:R:1
Cl 0.3575 -1.0309 -2.8226 0.15
C -4.9107 2.0562 -0.4067 -0.09
C -5.0914 0.9664 0.5546 -0.06
C -4.6163 -0.2562 -0.0764 -0.10
H -5.5123 1.0549 1.5656 0.15
C -4.2936 0.0286 -1.4527 -0.28
C -4.3859 1.4679 -1.6288 -0.06
H -4.2165 1.9754 -2.5832 0.15
H -5.1462 3.1156 -0.2449 0.15
H -4.6157 -1.2593 0.3559 0.15
C -3.9944 -0.9685 -2.5194 0.00
Mn -3.1417 1.1747 -0.0134 0.47
C -2.2621 0.0367 1.0761 -0.20
C -2.0047 2.5461 -0.0548 -0.07
O -1.9177 -0.7279 1.9135 0.08
O -1.1654 3.3697 -0.1337 0.17
H -3.3728 -1.7934 -2.1300 0.10
H -3.4322 -0.5017 -3.3409 0.10
H -4.9299 -1.3989 -2.9254 0.12
C 1.8596 0.4057 4.6051 -0.05
C 1.1866 1.4436 3.9436 -0.05
C 0.8133 1.2926 2.5910 -0.14
C 1.1440 0.1259 1.9083 -0.32
C 1.8276 -0.8991 2.5533 -0.10
C 2.1790 -0.7667 3.9118 -0.04
Sb 0.5552 -0.1061 -0.3056 1.50
C 2.1108 1.2584 -1.0231 -0.36
C 2.1501 1.6083 -2.3727 -0.16
C 2.9067 2.7135 -2.7878 -0.05
C 3.6422 3.4562 -1.8594 -0.04
C 3.6614 3.0453 -0.5201 -0.05
C 2.9123 1.9362 -0.1019 -0.11
C 1.2963 -2.1439 -0.2266 -0.40
C 2.3172 -2.4604 -1.1292 -0.11
C 2.6294 -3.7944 -1.3730 -0.01
C 1.9066 -4.8162 -0.7442 0.02
C 0.8339 -4.4828 0.0847 0.02
C 0.4870 -3.1427 0.3099 -0.09
H 2.1361 0.5153 5.6567 0.12
H 0.9422 2.3690 4.4759 0.12
H 0.2680 2.1060 2.1010 0.10
H 2.0857 -1.8199 2.0238 0.09
H 2.7005 -1.5857 4.4167 0.12
H 1.5816 1.0323 -3.1061 0.02
H 2.9066 3.0070 -3.8376 0.12
H 4.2027 4.3418 -2.1707 0.12
H 4.2587 3.5889 0.2111 0.12
H 2.9264 1.6422 0.9501 0.09
H 2.7970 -1.6901 -1.7369 0.10
H 3.4275 -4.0203 -2.0797 0.13
H 2.1759 -5.8578 -0.9204 0.14
H 0.2473 -5.2644 0.5597 0.13
H -0.4233 -2.8933 0.8600 0.11
```

Calculated values
- energy relative to the best compared isomer or geometry (same formula, charge and spin) (kcal/mol) = 0.0
- <S²> = 3.897
- multiplicity = 4
- net charge = +2
- orbital gap (alpha / beta) (Ha) = 0.1581 / 0.1533
- calculated total energy (eV) = -81771.8596
- HOMO (alpha / beta) (eV) = -14.1 / -14.1

---

# 3
Formula: C26H22CrN4O5
Source: the OMol25 dataset
Level of theory: ωB97M-V/def2-TZVPD

XYZ file:
```
58
Properties=species:S:1:pos:R:3:lowdin_charge:R:1
Cr 0.6026 -0.0840 0.2284 0.92
O -0.8861 4.8201 -1.5501 0.04
C -1.4900 3.9804 -2.4133 -0.28
C -2.2195 4.5361 -3.4650 -0.03
C -2.8861 3.7213 -4.3622 -0.10
C -2.8373 2.3360 -4.2341 -0.10
C -2.0954 1.7846 -3.2041 -0.02
C -1.4124 2.5839 -2.2919 -0.07
C -0.6147 1.9164 -1.2288 -0.41
O -0.3747 0.6739 -1.3532 -0.08
N -0.2063 2.6666 -0.2273 0.07
N 0.5493 1.8818 0.6464 -0.06
C 1.2291 2.4959 1.5334 -0.06
C 2.0545 1.8306 2.5221 -0.14
C 2.8325 2.6291 3.3725 -0.06
C 3.6333 2.0863 4.3515 -0.12
C 3.6492 0.6936 4.5008 -0.11
C 2.8852 -0.1120 3.6898 -0.02
C 2.0738 0.4260 2.6688 -0.32
O 1.3692 -0.4004 1.9345 -0.13
H -0.5202 4.2586 -0.8155 0.06
H -2.2550 5.6149 -3.5484 0.11
H -3.4568 4.1717 -5.1660 0.09
H -3.3645 1.6983 -4.9311 0.09
H -2.0161 0.7120 -3.0840 0.12
H 1.1796 3.5843 1.5470 0.13
H 2.7931 3.7056 3.2399 0.10
H 4.2321 2.7209 4.9909 0.09
H 4.2689 0.2412 5.2665 0.09
H 2.8879 -1.1892 3.7981 0.11
C 4.6585 -0.1764 -0.9878 -0.02
C 3.2507 -0.6734 -0.7504 -0.44
O 2.3708 0.2443 -0.5861 -0.11
C 3.0160 -2.0340 -0.7350 -0.03
C 1.7460 -2.6583 -0.5802 -0.31
C 1.6561 -4.1494 -0.7365 -0.04
N 0.6729 -1.9774 -0.3136 -0.06
N -0.5440 -2.6964 -0.2381 0.10
C -1.4264 -1.9166 0.3098 -0.45
O -1.2307 -0.6993 0.6900 -0.12
C -2.8093 -2.4508 0.5088 -0.13
C -3.8250 -1.5667 0.8507 -0.02
C -5.1258 -2.0246 1.0248 -0.09
C -5.4169 -3.3715 0.8617 -0.11
C -4.4000 -4.2588 0.5240 -0.10
C -3.1038 -3.8011 0.3464 -0.04
H 4.6427 0.9047 -1.1052 0.08
H 5.0972 -0.6339 -1.8756 0.07
H 5.2902 -0.4259 -0.1327 0.08
H 3.8634 -2.6833 -0.9094 0.09
H 2.6388 -4.5685 -0.9458 0.07
H 0.9648 -4.4029 -1.5405 0.08
H 1.2469 -4.5966 0.1702 0.08
H -3.5744 -0.5224 0.9761 0.11
H -5.9118 -1.3268 1.2865 0.09
H -6.4304 -3.7304 0.9947 0.09
H -4.6208 -5.3123 0.3993 0.09
H -2.3011 -4.4758 0.0783 0.10
```

Calculated values
- energy relative to the best compared isomer or geometry (same formula, charge and spin) (kcal/mol) = 0.0
- <S²> = 0.760
- multiplicity = 2
- net charge = -1
- orbital gap (alpha / beta) (Ha) = 0.2703 / 0.2728
- calculated total energy (eV) = -71942.6925
- HOMO (alpha / beta) (eV) = -4.4 / -4.5

---

# 4
Formula: C26H22F3N2O
Source: the OMol25 dataset
Level of theory: ωB97M-V/def2-TZVPD

XYZ file:
```
54
Properties=species:S:1:pos:R:3:lowdin_charge:R:1
H -1.8117 0.8946 4.3237 0.09
C -2.0832 1.8966 4.8689 -0.12
H -1.8342 2.6736 4.1148 0.15
C -3.5385 1.8990 5.1494 -0.03
C -4.0426 1.7270 6.4015 -0.03
N -3.2408 1.7830 7.5081 -0.03
C -3.7881 1.5963 8.8202 -0.21
C -4.5865 0.4786 9.0919 -0.02
C -5.0200 0.2496 10.4001 -0.06
C -4.7904 1.2157 11.3906 -0.06
C -4.0466 2.3719 11.0902 -0.05
C -3.4753 2.5154 9.8250 -0.02
C -1.8996 2.0629 7.3502 0.05
C -1.2975 2.0272 6.1311 -0.09
C 0.1790 1.8697 6.1647 -0.48
N 0.7991 1.8145 4.9513 0.20
O 0.7935 1.7595 7.2251 0.06
H -4.2353 1.9414 4.3135 0.11
H -5.0971 1.5516 6.6179 0.14
H -4.8107 -0.2302 8.2949 0.12
H -5.5314 -0.6842 10.6438 0.11
H -5.2000 1.0743 12.3941 0.11
H -3.9036 3.1478 11.8461 0.12
H -2.8084 3.3534 9.5973 0.12
H -1.3909 2.1596 8.3221 0.16
H 0.3354 2.0098 4.0854 0.08
H 1.7798 1.6007 4.9287 0.12
F 4.3108 0.5374 0.8247 0.14
C 3.9216 0.1823 2.0795 -0.51
F 4.6566 -0.9057 2.4469 0.13
F 4.2916 1.2172 2.9177 0.12
C 2.4437 -0.0387 2.2035 -0.10
C 1.9736 -0.9196 3.1754 0.01
C 0.6070 -1.0126 3.3971 0.01
C -0.3135 -0.1664 2.7160 -0.21
C -1.7012 -0.2699 3.1420 0.02
C -2.8730 -0.0737 2.3060 -0.20
C -4.0874 -0.5762 2.8385 -0.03
C -5.3156 -0.2996 2.2462 -0.05
C -5.3613 0.5062 1.0994 -0.04
C -4.1739 0.9620 0.5201 -0.04
C -2.9379 0.5927 1.0571 0.00
C 0.1997 0.7170 1.7339 0.00
C 1.5651 0.7535 1.4698 0.02
H 2.6668 -1.5263 3.7488 0.14
H 0.2275 -1.7486 4.1148 0.13
H -1.8501 -0.9498 3.9890 0.14
H -4.0458 -1.1853 3.7398 0.12
H -6.2263 -0.7228 2.6676 0.12
H -6.3154 0.7539 0.6425 0.12
H -4.2029 1.5760 -0.3849 0.12
H -2.0406 0.8296 0.5045 0.09
H -0.4595 1.4003 1.1834 0.11
H 1.9570 1.4072 0.6996 0.13
```

Calculated values
- multiplicity = 1
- net charge = +1
- orbital gap (Ha) = 0.1872
- calculated total energy (eV) = -40491.8219
- HOMO (eV) = -10.7